{
  "formula": "H2N2O2",
  "method": "ωB97M-V with the def2-TZVPD basis set",
  "symbols": ["N", "N", "O", "O", "H", "H"],
  "positions_angstrom": [[-0.38063, -0.14798, 0.14583], [-1.72741, -0.06592, -0.02556], [-1.98821, 1.17265, 0.07973], [-2.61450, -0.93263, -0.05691], [-0.74812, 1.50935, 0.20534], [0.18097, -0.98616, 0.49046]],
  "atomic_forces_ev_per_a": [[-0.4, 0.1, -0.1], [3.2, -3.9, 2.5], [1.1, 3.7, -0.5], [1.9, 1.8, -0.5], [-3.5, -2.4, -0.4], [-2.3, 0.6, -1.1]],
  "homo_lumo_gap_ha": 0.38230,
  "relative_energy_ev": 3.859,
  "lumo_energy_ha": 0.00015,
  "homo_energy_ev": -10.4,
  "e_tot_ha": -260.98343
}